Molecular formula: C94H132B2F10O7P
Method: DFT, ωB97M-V/def2-TZVPD

```
246
Properties=species:S:1:pos:R:3:forces:R:3
C 25.920360 31.019130 4.635630 0.998 0.066 1.330
C 25.520520 31.207630 6.146370 1.951 0.964 -0.993
C 24.466800 30.271230 6.600530 -0.753 0.160 -0.433
C 24.088020 30.499580 8.092450 0.350 -1.179 -0.981
P 22.647430 29.501700 8.604550 -1.325 0.688 0.602
C 21.225310 30.207750 7.602130 -0.490 -0.813 0.561
C 21.193250 31.731460 7.606070 1.239 0.527 -0.262
C 20.033380 32.482600 6.973070 -1.230 -0.596 0.845
C 18.700190 32.113350 7.692190 -0.248 0.603 -1.143
C 22.898550 27.728510 8.421360 0.374 -0.538 -1.236
C 24.111620 27.308680 9.236730 -0.836 0.058 0.714
C 24.313340 25.778770 9.130150 1.487 1.199 -0.758
C 25.515060 25.313840 9.935720 -0.556 0.249 1.113
C 22.323200 29.835160 10.435760 0.100 -0.763 -1.288
C 21.074560 29.113870 11.038010 -0.055 1.593 -0.325
C 20.855680 29.521610 12.516010 0.844 -0.640 -0.372
C 20.346350 30.944390 12.782840 0.055 -1.147 -0.162
H 25.230200 31.374410 3.870400 -0.431 -0.612 0.255
H 26.282720 29.994090 4.557690 -0.771 -0.307 -0.638
H 26.846630 31.547390 4.409670 0.081 0.514 0.306
H 25.323180 32.263760 6.330100 -0.473 0.068 0.112
H 26.402790 31.002830 6.752820 0.374 0.104 -0.070
H 24.860950 29.280550 6.374060 -0.370 -0.324 0.380
H 23.691750 30.460440 5.857830 -0.897 -0.435 0.458
H 23.935300 31.565250 8.263080 -0.155 -0.161 0.347
H 24.940420 30.157370 8.679320 0.019 0.323 0.351
H 20.300810 29.848750 8.054340 -0.015 -0.251 0.353
H 21.176410 29.711450 6.632910 0.469 0.167 -0.260
H 22.112910 32.092610 7.145740 0.164 0.085 -0.039
H 21.248960 32.041510 8.649570 -0.008 0.191 0.155
H 19.936270 32.358450 5.894520 0.016 -0.581 -0.041
H 20.127930 33.565450 7.054380 0.577 0.025 0.422
H 18.724470 32.055530 8.780370 0.481 -0.090 -0.006
H 18.245150 31.209980 7.286040 0.148 -0.159 0.158
H 18.011220 32.925460 7.460050 -0.324 -0.019 0.048
H 23.086550 27.440740 7.386970 -0.043 0.483 -0.465
H 22.054280 27.071750 8.631100 -0.568 0.581 0.377
H 23.861010 27.631620 10.247180 0.466 -0.443 0.475
H 24.946770 27.944850 8.943680 0.489 -0.544 -0.058
H 24.623840 25.611610 8.098770 -0.860 -0.318 -0.391
H 23.386650 25.274240 9.403590 0.113 -0.139 -0.230
H 25.755360 24.258070 9.810340 -0.158 -0.009 -0.052
H 25.233900 25.502210 10.971850 0.493 -0.287 0.351
H 26.417750 25.896950 9.753420 -0.075 0.074 -0.205
H 22.380270 30.923290 10.407140 -0.603 0.188 0.662
H 23.191090 29.522800 11.016530 0.324 0.066 -0.239
H 21.147560 28.030000 10.948670 0.341 0.042 0.022
H 20.187080 29.393950 10.470520 -0.194 -0.013 -0.178
H 21.858100 29.475770 12.941640 -0.091 -0.444 0.516
H 20.242740 28.722870 12.933660 -0.098 0.220 0.347
H 19.658290 31.168230 11.967620 0.167 0.797 -0.020
H 21.245050 31.551010 12.894480 -0.458 0.609 -0.467
H 19.787710 31.004490 13.716870 0.039 -0.065 0.036
B 19.169210 25.850030 6.856280 0.013 0.092 0.034
H 18.738300 26.387280 7.686890 -2.352 2.197 3.475
H 18.508280 25.453530 6.101150 -3.079 -1.110 -2.981
H 19.914270 26.498540 6.422060 3.024 2.584 -1.901
H 19.657880 24.966100 7.235890 2.239 -3.588 1.832
B 26.335170 32.080180 11.967820 0.023 -0.091 0.005
H 26.524770 31.026280 11.835230 0.827 -4.238 -0.445
H 27.243860 32.650630 11.853340 3.725 2.354 -0.532
H 25.620410 32.377580 11.216210 -3.222 1.477 -3.484
H 25.897930 32.271590 12.935510 -1.757 0.717 3.980
C 23.500670 26.925350 1.948200 -0.821 -1.088 2.772
O 22.866540 26.538850 3.151130 0.686 0.908 -1.831
H 24.558250 26.666670 2.000270 0.984 -0.210 -0.313
H 23.115450 26.440870 1.050990 -0.369 -0.377 -0.697
H 23.510880 27.992230 1.725140 -0.230 1.024 -0.128
C 25.533580 26.304870 14.878970 0.768 -0.115 -0.523
C 27.058870 26.696950 14.692670 -0.337 1.869 0.788
O 27.359220 28.029770 14.731310 -0.707 -1.202 -0.074
H 25.361730 25.256550 14.634860 0.166 -0.550 -0.083
H 24.939820 26.854310 14.148460 -0.175 0.418 0.267
H 25.191260 26.418560 15.907560 -0.090 0.526 0.026
H 27.410570 26.187850 13.795330 0.024 -0.411 -1.013
H 27.592260 26.185240 15.493770 0.327 -0.884 0.832
C 30.807970 29.978590 9.488430 -0.289 0.148 0.766
C 31.465560 30.798780 10.585190 -0.354 1.979 2.390
O 30.886680 31.135400 11.638920 1.935 -1.272 -3.257
C 32.901400 31.286120 10.214020 -0.262 -0.660 0.046
H 29.904830 30.546930 9.266120 -0.206 -0.266 -0.171
H 30.524860 29.015510 9.913190 -0.189 0.010 -0.084
H 31.397750 29.828270 8.584180 0.141 0.135 0.169
H 33.424660 32.022390 10.824100 -0.694 0.110 0.289
H 32.913260 31.604700 9.171690 -0.092 0.121 -0.047
H 33.536090 30.400480 10.244110 0.073 -0.283 -0.083
C 21.443160 31.411870 1.895060 0.469 1.180 0.860
C 20.431630 31.487600 0.809550 -0.502 -1.910 -0.632
O 19.632420 32.366990 0.756740 -1.238 1.741 -0.110
C 20.412000 30.339700 -0.216270 0.359 0.203 1.407
H 21.328670 30.626290 2.641960 0.231 -0.706 -0.720
H 21.335680 32.300440 2.517140 -0.089 0.355 -0.228
H 22.430780 31.493710 1.441180 0.226 -0.647 0.234
H 21.212460 30.576270 -0.917270 0.019 -0.525 -0.160
H 19.457570 30.123420 -0.696240 0.051 0.662 -0.037
H 20.633170 29.483240 0.420650 0.514 -0.436 -0.552
C 23.743620 20.811800 3.874090 -0.648 0.363 -0.007
C 23.618250 21.434370 5.255500 -2.678 2.687 0.627
O 22.793730 22.364840 5.458400 2.881 -3.176 -0.445
C 24.474500 20.818000 6.345530 0.046 0.107 0.099
H 23.857980 19.727930 3.890020 0.485 0.049 0.126
H 24.547720 21.327500 3.349130 0.197 -0.275 -0.073
H 22.826610 21.001890 3.316360 0.029 0.278 0.079
H 25.503320 21.176400 6.379790 0.105 0.176 -0.557
H 24.519890 19.752730 6.119210 0.050 -0.130 0.398
H 24.122360 21.026550 7.355780 -0.464 -0.122 -0.195
C 13.723780 33.246850 12.874540 0.339 -0.595 -0.135
C 14.798680 34.130800 12.299550 1.307 0.892 2.621
O 15.841030 34.328510 12.936010 -1.536 -0.388 -1.540
C 14.430210 34.880940 11.078030 0.024 0.924 -1.285
H 12.743920 33.721560 12.925840 0.030 0.003 -0.351
H 13.967190 32.857230 13.863000 0.260 0.200 -0.108
H 13.722130 32.405330 12.181750 -0.595 -0.281 0.009
H 15.220390 35.517810 10.680420 0.301 -0.283 0.233
H 13.619860 35.575440 11.299610 -0.197 -0.040 0.376
H 14.039160 34.299800 10.242890 0.082 -0.437 0.183
C 23.917610 32.987740 16.935860 0.211 0.981 0.948
C 25.118070 32.095150 17.275310 1.851 1.266 -1.247
O 26.216090 32.374150 16.812390 -1.381 -0.390 0.661
C 24.960800 31.019140 18.289140 -0.874 -0.686 0.432
H 23.292690 33.080820 17.824070 -0.645 -0.632 -0.091
H 23.347380 32.857690 16.016060 0.150 -0.694 0.165
H 24.271850 34.017430 16.887420 0.549 -0.028 -0.418
H 23.946750 30.625270 18.220810 -0.004 -0.413 -0.178
H 24.975720 31.411300 19.306050 0.259 0.435 0.063
H 25.704480 30.224580 18.228210 -0.038 0.192 -0.328
F 18.755490 37.198450 9.144660 -0.865 -0.013 -0.344
C 19.954640 37.367070 9.691330 1.372 0.819 0.594
C 20.416380 36.425200 10.582380 0.203 -0.240 0.416
C 21.721990 36.511580 11.130220 -2.262 -0.790 -0.305
C 22.469740 37.568740 10.767480 1.269 1.249 -0.641
C 21.993200 38.562510 9.894660 0.128 -0.684 -0.404
C 20.717640 38.496640 9.349070 0.216 -0.941 0.219
H 19.723190 35.637700 10.838770 0.129 -0.277 0.045
H 22.117270 35.744500 11.779640 -0.108 -0.082 0.011
H 23.504780 37.559800 11.075730 0.121 0.367 0.059
H 22.716240 39.238450 9.462560 -0.092 0.470 0.296
H 20.383550 39.188280 8.589840 -0.100 0.058 0.042
F 20.718480 24.062170 12.931790 -0.336 0.428 0.140
C 20.857470 22.923790 12.263770 1.038 -1.799 -1.044
C 20.288740 22.739340 10.992740 -0.679 0.965 1.369
C 20.454740 21.581160 10.274710 1.147 -0.377 -0.145
C 21.333890 20.578370 10.744690 -1.522 1.162 0.903
C 21.846310 20.743750 12.040880 0.179 -0.031 -1.123
C 21.675440 21.923130 12.791720 -0.322 -0.373 -0.583
H 19.618890 23.513150 10.647880 0.078 0.149 -0.315
H 19.983030 21.558260 9.303440 0.015 -0.292 -0.102
H 21.451870 19.656520 10.194540 0.234 0.002 -0.002
H 22.452400 19.901270 12.339670 0.255 0.242 0.729
H 22.184410 22.062950 13.733950 -0.071 0.011 0.097
F 12.496120 27.191200 14.165560 -0.660 -0.042 0.402
C 13.352450 26.800190 13.221110 0.683 -1.659 -1.235
C 14.396300 27.633490 12.897850 0.180 -0.482 -0.070
C 15.301730 27.204180 11.927490 -0.390 -0.581 -0.263
C 15.221810 25.919690 11.350990 -0.025 0.989 0.227
C 14.197950 25.044110 11.735030 0.306 1.329 -0.128
C 13.230890 25.517560 12.608420 0.077 0.524 1.129
H 14.560330 28.542500 13.457490 -0.178 0.222 -0.171
H 16.035680 27.929770 11.609320 0.355 -0.284 -0.081
H 15.946430 25.678270 10.587420 0.053 -0.265 0.010
H 14.126310 24.045630 11.329680 0.013 -0.011 -0.028
H 12.478630 24.810300 12.925100 -0.365 0.273 0.157
F 31.886150 31.515440 2.630600 0.109 0.008 0.283
C 32.899590 31.418440 3.515650 1.815 0.169 0.261
C 32.946170 30.340970 4.402920 -0.192 0.339 -0.231
C 34.035460 30.181770 5.275370 -0.725 1.702 -1.663
C 35.020380 31.191850 5.189670 0.420 -1.820 1.733
C 34.982090 32.285610 4.367830 -0.392 -0.285 -1.036
C 33.952340 32.365320 3.443160 -1.960 -0.413 0.198
H 32.100100 29.670560 4.369200 0.015 -0.253 0.173
H 34.016340 29.331710 5.941280 0.467 0.150 0.137
H 35.885000 31.063930 5.824070 0.116 0.141 0.220
H 35.797990 32.993210 4.371140 -0.048 0.094 0.008
H 33.793910 33.171120 2.741730 0.349 0.150 -0.064
F 21.014660 37.013600 4.558150 0.389 -0.184 -0.770
C 21.932250 36.735260 3.584930 -0.340 -0.055 -1.593
C 23.214560 36.379430 3.985570 -1.741 0.610 1.712
C 24.170020 36.143230 3.063580 0.631 -1.054 -0.486
C 23.817130 36.182470 1.742400 1.657 -0.036 -1.475
C 22.597980 36.553790 1.268140 -1.440 0.395 0.880
C 21.580660 36.803560 2.202550 0.604 0.393 1.488
H 23.357230 36.302640 5.053350 0.297 -0.001 0.099
H 25.151150 35.768860 3.315840 0.074 0.225 0.261
H 24.578180 35.948700 1.012640 0.179 -0.028 -0.104
H 22.448720 36.691580 0.207420 -0.242 -0.213 -0.014
H 20.592880 37.128170 1.910450 -0.085 -0.094 0.028
F 14.470050 38.623640 2.994570 -0.255 -0.044 -0.325
C 14.367680 37.291770 2.809270 0.814 -1.327 1.032
C 15.393520 36.485710 3.289530 0.329 0.015 0.130
C 15.329200 35.084360 3.171110 0.412 1.704 0.394
C 14.221410 34.548040 2.599740 -0.875 -1.274 -0.756
C 13.172160 35.313720 2.106690 1.120 0.214 0.635
C 13.261260 36.695550 2.270730 -1.383 -0.002 -1.570
H 16.215140 37.007540 3.757550 0.268 -0.192 0.051
H 16.103580 34.405920 3.497370 0.246 0.339 0.166
H 14.222180 33.473470 2.491510 -0.299 -0.151 -0.096
H 12.369660 34.813510 1.584960 -0.226 0.309 0.071
H 12.488120 37.277400 1.791050 -0.134 0.396 0.272
F 16.889160 32.701110 21.714470 -0.450 0.427 -0.150
C 16.334100 33.734940 21.042690 -0.167 0.599 -0.501
C 15.708750 34.779440 21.675280 -0.068 -0.229 2.065
C 15.230240 35.903150 21.022880 0.149 -0.603 0.953
C 15.317900 35.940280 19.679680 -0.251 0.334 -1.711
C 15.880420 34.869070 18.979810 0.003 0.873 0.139
C 16.402740 33.803220 19.669410 0.440 -1.033 -0.764
H 15.559040 34.720880 22.743250 0.238 -0.048 0.243
H 14.807510 36.733210 21.569420 -0.094 -0.110 0.158
H 14.887860 36.811220 19.207530 0.207 -0.028 -0.543
H 16.010620 34.901370 17.908180 -0.207 0.002 -0.070
H 16.845120 33.010230 19.084730 0.204 -0.186 0.173
F 20.871430 28.780520 19.824470 -0.783 -1.104 -0.760
C 20.276990 27.754140 19.121910 -0.934 -0.848 -0.952
C 20.909320 26.514950 18.991990 0.735 1.766 1.354
C 20.321940 25.479750 18.306630 0.288 0.112 -0.391
C 19.140100 25.708620 17.659740 -1.039 -0.434 -0.476
C 18.457400 26.925260 17.731720 0.678 -1.506 -0.032
C 19.020060 27.917970 18.481620 0.991 1.728 1.115
H 21.870930 26.451940 19.479560 0.183 -0.353 -0.060
H 20.825670 24.534090 18.171000 0.091 -0.015 0.183
H 18.714680 24.894510 17.091720 -0.119 -0.009 -0.160
H 17.521130 26.981890 17.196370 -0.058 0.503 0.133
H 18.522980 28.871870 18.578420 -0.021 0.179 0.021
F 11.264620 30.226500 3.670050 0.135 0.278 -0.351
C 11.700560 29.277930 4.509010 -1.070 -2.135 -0.504
C 11.200720 27.970890 4.390080 0.658 0.273 0.814
C 11.549060 27.063450 5.408000 -0.636 0.296 -0.314
C 12.289720 27.423780 6.542730 -0.228 0.016 -1.250
C 12.850220 28.686570 6.546240 -0.281 -0.575 -0.017
C 12.566050 29.562130 5.494270 0.956 1.550 2.011
H 10.564180 27.729870 3.551550 -0.038 -0.228 0.046
H 11.170270 26.052980 5.364890 -0.112 -0.089 -0.160
H 12.407180 26.686590 7.323210 0.284 0.163 0.109
H 13.466950 28.970870 7.386010 0.113 0.309 -0.131
H 12.898080 30.582850 5.613750 0.239 0.146 -0.257
F 30.629910 25.769760 7.923490 0.256 0.037 1.190
C 30.365340 25.706170 6.637060 0.355 0.007 -1.614
C 31.382200 25.324690 5.738610 -0.725 0.383 0.834
C 31.048150 25.231610 4.417210 0.412 0.071 -0.642
C 29.794210 25.595040 3.936290 1.723 -0.726 -0.566
C 28.879060 26.062780 4.818860 -1.137 0.111 -0.815
C 29.116790 26.084730 6.175030 0.112 0.161 0.555
H 32.424590 25.184160 5.983740 -0.139 -0.198 0.641
H 31.869930 24.939210 3.780370 -0.183 -0.092 -0.500
H 29.604940 25.512340 2.876230 -0.217 0.148 -0.014
H 27.974810 26.382800 4.322540 -0.547 0.163 0.749
H 28.354370 26.434740 6.855190 0.059 -0.035 0.183
```
Positions in Å, forces in eV/Å.

Output
HOMO-LUMO gap in eV: 2.43
E_HOMO in eV: 1.1
Net charge: -3
Largest force on an atom in hartree/bohr: 0.09664

Results of the Löwdin charge analysis, in e, for atoms 1 through 8: -0.0871, -0.2813, -0.2646, -0.2393, 1.0793, -0.2304, -0.2695, -0.2361